Entry 1:
{"formula": "C25H59N2O7", "method": "wB97M-V/def2-TZVPD", "species": ["C", "C", "C", "O", "C", "C", "C", "C", "N", "N", "H", "H", "H", "H", "H", "H", "H", "H", "H", "H", "H", "C", "C", "C", "O", "H", "H", "H", "H", "H", "H", "H", "H", "C", "C", "C", "O", "H", "H", "H", "H", "H", "H", "H", "H", "C", "C", "C", "O", "H", "H", "H", "H", "H", "H", "H", "H", "C", "C", "C", "O", "H", "H", "H", "H", "H", "H", "H", "H", "C", "C", "C", "O", "H", "H", "H", "H", "H", "H", "H", "H", "C", "C", "C", "O", "H", "H", "H", "H", "H", "H", "H", "H"], "xyz": [[0.18, -2.69, 3.65], [-1.33, -2.11, 3.93], [-1.37, -0.53, 4.11], [-2.58, -0.05, 4.84], [-3.70, -0.85, 4.42], [-4.15, -0.59, 2.96], [-5.34, -1.54, 2.58], [-5.71, -2.46, 3.75], [-5.17, -2.51, 5.05], [-4.17, -1.72, 5.40], [0.01, -3.64, 3.03], [0.85, -1.95, 3.11], [0.57, -3.04, 4.66], [-1.92, -2.39, 2.97], [-1.71, -2.70, 4.85], [-0.49, -0.10, 4.70], [-1.41, 0.03, 3.09], [-3.71, 0.17, 2.24], [-5.83, -1.54, 1.55], [-6.55, -3.22, 3.54], [-5.55, -3.18, 5.75], [0.65, -1.13, 0.02], [1.19, -2.55, -0.05], [2.22, -2.70, -1.15], [0.10, -3.45, -0.30], [0.17, -0.84, -0.91], [-0.10, -1.04, 0.81], [1.46, -0.42, 0.23], [1.63, -2.83, 0.91], [1.79, -2.47, -2.13], [2.59, -3.73, -1.20], [3.08, -2.03, -0.98], [-0.29, -3.21, -1.15], [0.33, 3.09, 4.90], [-0.89, 3.97, 4.69], [-1.66, 4.18, 5.98], [-1.74, 3.37, 3.71], [0.03, 2.10, 5.26], [0.87, 2.94, 3.96], [1.01, 3.53, 5.63], [-0.57, 4.94, 4.29], [-2.03, 3.22, 6.37], [-2.54, 4.80, 5.80], [-1.04, 4.65, 6.74], [-2.02, 2.51, 4.05], [2.16, 3.70, -1.19], [2.69, 2.28, -1.27], [3.73, 2.13, -2.37], [1.61, 1.38, -1.51], [1.67, 3.99, -2.13], [1.40, 3.79, -0.40], [2.96, 4.41, -0.99], [3.13, 2.00, -0.30], [3.29, 2.36, -3.34], [4.09, 1.10, -2.42], [4.58, 2.80, -2.19], [1.21, 1.62, -2.36], [-4.18, -4.30, -2.11], [-3.23, -3.13, -2.24], [-3.72, -2.13, -3.27], [-1.94, -3.61, -2.62], [-4.28, -4.84, -3.06], [-3.81, -5.02, -1.37], [-5.18, -3.97, -1.80], [-3.11, -2.64, -1.27], [-3.79, -2.59, -4.26], [-3.02, -1.29, -3.37], [-4.70, -1.73, -3.00], [-2.03, -4.05, -3.48], [6.06, 7.82, -1.13], [4.81, 6.97, -0.92], [4.16, 7.27, 0.42], [5.17, 5.59, -0.98], [6.81, 7.61, -0.36], [6.52, 7.58, -2.10], [5.82, 8.88, -1.11], [4.10, 7.16, -1.73], [4.85, 7.04, 1.24], [3.28, 6.64, 0.56], [3.87, 8.32, 0.49], [5.80, 5.41, -0.27], [0.61, -6.15, -6.76], [-0.16, -4.84, -6.71], [0.77, -3.67, -6.43], [-1.16, -4.91, -5.69], [1.10, -6.35, -5.80], [-0.07, -6.99, -6.95], [1.37, -6.14, -7.54], [-0.67, -4.68, -7.66], [1.26, -3.78, -5.46], [0.20, -2.73, -6.39], [1.54, -3.58, -7.20], [-0.71, -5.05, -4.85]], "total_energy_ha": -1623.703081, "total_charge": 1}


Entry 2:
{"formula": "C25H59N8O6", "method": "wB97M-V/def2-TZVPD", "species": ["N", "H", "H", "H", "H", "C", "N", "C", "C", "C", "C", "O", "H", "H", "H", "H", "H", "H", "H", "H", "H", "H", "H", "H", "H", "H", "C", "C", "O", "H", "H", "H", "H", "H", "C", "O", "N", "C", "C", "H", "H", "H", "H", "H", "H", "H", "C", "O", "N", "C", "C", "H", "H", "H", "H", "H", "H", "H", "C", "O", "N", "C", "C", "H", "H", "H", "H", "H", "H", "H", "C", "C", "O", "C", "H", "H", "H", "H", "H", "H", "C", "C", "N", "H", "H", "H", "C", "C", "N", "H", "H", "H", "C", "C", "N", "H", "H", "H"], "xyz": [[-21.19, 17.66, 12.19], [-21.68, 18.53, 12.01], [-21.15, 17.39, 13.16], [-20.28, 17.71, 11.76], [-21.74, 16.95, 11.73], [-18.75, 22.23, 14.88], [-18.84, 21.47, 13.57], [-20.17, 20.75, 13.47], [-18.84, 22.56, 12.43], [-17.51, 20.71, 13.35], [-17.25, 19.48, 14.37], [-18.18, 18.49, 14.25], [-19.73, 22.63, 15.13], [-17.94, 22.95, 14.79], [-18.47, 21.58, 15.71], [-20.93, 21.51, 13.30], [-20.31, 20.33, 14.46], [-20.16, 20.01, 12.66], [-17.92, 23.13, 12.45], [-19.70, 23.23, 12.50], [-18.85, 21.94, 11.53], [-16.66, 21.40, 13.33], [-17.47, 20.19, 12.40], [-17.07, 19.89, 15.36], [-16.29, 19.06, 14.08], [-18.20, 18.22, 13.33], [-18.18, 16.78, 9.39], [-17.67, 17.70, 10.48], [-18.54, 17.91, 11.52], [-17.46, 16.81, 8.57], [-19.16, 16.97, 8.95], [-18.20, 15.79, 9.84], [-17.23, 18.64, 10.12], [-16.83, 17.23, 10.98], [-15.12, 15.16, 5.05], [-14.57, 14.74, 6.08], [-15.91, 16.24, 5.05], [-16.74, 16.47, 3.83], [-16.31, 17.10, 6.17], [-14.88, 14.69, 4.08], [-17.76, 16.21, 4.09], [-16.50, 15.87, 2.95], [-16.68, 17.51, 3.51], [-15.61, 16.88, 6.98], [-16.15, 18.13, 5.83], [-17.26, 16.72, 6.54], [-17.99, 15.41, 13.98], [-18.42, 15.85, 15.00], [-17.18, 14.32, 13.92], [-16.58, 14.07, 12.57], [-16.70, 13.51, 15.06], [-18.26, 15.88, 13.03], [-15.56, 14.48, 12.51], [-17.18, 14.54, 11.80], [-16.67, 13.05, 12.22], [-17.16, 12.55, 14.83], [-15.63, 13.46, 15.23], [-17.11, 13.87, 16.00], [-17.75, 12.32, 9.34], [-17.70, 11.41, 10.14], [-18.82, 12.54, 8.53], [-18.89, 13.80, 7.81], [-19.93, 11.54, 8.39], [-16.90, 13.00, 9.19], [-19.78, 14.41, 8.00], [-18.78, 13.58, 6.75], [-18.06, 14.46, 8.08], [-19.82, 10.75, 9.14], [-20.87, 12.04, 8.61], [-19.96, 11.06, 7.41], [-14.06, 15.41, 9.38], [-12.63, 14.99, 9.61], [-12.04, 15.19, 10.65], [-11.91, 14.26, 8.49], [-14.68, 15.55, 10.27], [-14.53, 14.69, 8.71], [-14.19, 16.36, 8.87], [-10.90, 13.93, 8.75], [-11.68, 14.93, 7.66], [-12.38, 13.35, 8.12], [-14.56, 20.09, 8.64], [-14.64, 20.09, 10.10], [-14.71, 20.13, 11.27], [-13.87, 20.83, 8.22], [-15.60, 20.10, 8.31], [-14.21, 19.10, 8.34], [-13.94, 16.96, 12.53], [-13.53, 17.64, 13.72], [-13.20, 18.14, 14.67], [-13.43, 17.43, 11.69], [-15.01, 17.14, 12.44], [-13.67, 15.91, 12.66], [-21.87, 16.25, 8.04], [-21.01, 16.54, 6.85], [-20.32, 16.76, 5.98], [-21.37, 15.42, 8.54], [-22.94, 16.13, 7.84], [-21.73, 17.15, 8.64]], "total_energy_ha": -1876.655728, "total_charge": 2, "spin_multiplicity": 2}


Entry 3:
{"formula": "C25H60BrCl2N3O6P3S", "method": "wB97M-V/def2-TZVPD", "species": ["C", "C", "C", "Cl", "C", "O", "P", "S", "C", "C", "O", "Cl", "O", "C", "Br", "P", "P", "O", "O", "O", "H", "H", "H", "H", "H", "H", "H", "H", "H", "H", "H", "H", "H", "H", "H", "C", "C", "N", "C", "C", "C", "C", "H", "H", "H", "H", "H", "H", "H", "H", "H", "H", "H", "H", "H", "H", "H", "C", "C", "N", "C", "C", "C", "C", "H", "H", "H", "H", "H", "H", "H", "H", "H", "H", "H", "H", "H", "H", "H", "C", "C", "N", "C", "C", "C", "C", "H", "H", "H", "H", "H", "H", "H", "H", "H", "H", "H", "H", "H", "H", "H"], "xyz": [[0.46, -1.35, -2.15], [1.25, -2.60, -2.49], [2.72, -2.62, -2.02], [3.79, -2.68, -3.46], [3.07, -1.52, -1.05], [2.44, -1.82, 0.13], [3.07, -0.92, 1.48], [1.81, 0.83, 0.78], [3.88, 0.21, 2.83], [3.34, -0.07, 4.16], [2.66, 0.69, 4.83], [3.71, -1.70, 4.84], [4.45, -0.49, 0.44], [4.54, -1.29, -0.65], [5.42, -3.04, -0.25], [5.57, -0.20, -1.80], [7.65, -0.71, -1.39], [8.19, -1.93, -1.99], [8.39, 0.62, -1.88], [7.86, -0.70, 0.18], [0.55, -1.05, -1.12], [-0.60, -1.53, -2.33], [0.73, -0.49, -2.76], [0.70, -3.46, -2.12], [1.26, -2.69, -3.56], [2.89, -3.55, -1.50], [2.79, -0.54, -1.46], [3.80, -2.05, 1.95], [1.98, -1.32, 2.32], [0.59, 0.34, 1.02], [3.65, 1.23, 2.58], [4.96, 0.12, 2.78], [5.41, -0.66, -3.12], [9.25, 0.65, -1.47], [8.36, -1.50, 0.36], [0.60, -1.52, 6.48], [-0.41, -2.33, 7.28], [-1.62, -2.62, 6.53], [-2.69, -3.16, 7.36], [-2.48, -4.53, 8.02], [-1.43, -3.27, 5.25], [-0.68, -4.61, 5.22], [0.16, -0.60, 6.10], [1.45, -1.25, 7.11], [1.00, -2.08, 5.63], [-0.70, -1.75, 8.16], [0.08, -3.24, 7.65], [-3.60, -3.19, 6.76], [-2.89, -2.42, 8.15], [-2.57, -5.34, 7.31], [-3.25, -4.68, 8.79], [-1.51, -4.60, 8.51], [-0.89, -2.57, 4.60], [-2.40, -3.39, 4.77], [0.20, -4.61, 5.86], [-0.35, -4.82, 4.20], [-1.32, -5.44, 5.52], [-1.15, 5.20, 0.13], [-1.92, 4.14, -0.65], [-2.14, 2.92, 0.10], [-2.60, 1.82, -0.72], [-3.98, 1.92, -1.38], [-2.78, 3.08, 1.39], [-4.17, 3.73, 1.43], [-0.20, 4.80, 0.48], [-0.94, 6.05, -0.52], [-1.72, 5.57, 0.98], [-1.34, 3.89, -1.54], [-2.86, 4.59, -1.02], [-2.57, 0.91, -0.11], [-1.86, 1.66, -1.50], [-4.80, 1.78, -0.68], [-4.07, 1.14, -2.14], [-4.12, 2.88, -1.89], [-2.11, 3.66, 2.03], [-2.82, 2.10, 1.86], [-4.23, 4.61, 0.79], [-4.39, 4.05, 2.45], [-4.96, 3.03, 1.13], [-0.84, -0.56, -6.47], [-1.66, 0.45, -5.68], [-1.28, 1.83, -5.93], [-1.85, 2.77, -4.98], [-3.37, 2.95, -4.96], [-1.29, 2.24, -7.32], [-2.61, 2.12, -8.10], [0.23, -0.42, -6.29], [-1.11, -1.57, -6.16], [-1.02, -0.48, -7.54], [-1.49, 0.26, -4.61], [-2.73, 0.27, -5.86], [-1.38, 3.74, -5.13], [-1.53, 2.45, -3.98], [-3.73, 3.54, -5.80], [-3.66, 3.48, -4.05], [-3.91, 2.00, -4.96], [-0.54, 1.66, -7.85], [-0.94, 3.27, -7.38], [-3.12, 1.17, -7.90], [-2.42, 2.17, -9.17], [-3.30, 2.93, -7.86]], "total_energy_ha": -6521.023255, "total_charge": -1}


Entry 4:
{"formula": "C25H60FNO10", "method": "wB97M-V/def2-TZVPD", "species": ["C", "C", "F", "C", "O", "C", "O", "N", "O", "C", "C", "C", "O", "H", "H", "H", "H", "H", "H", "H", "H", "H", "H", "H", "H", "C", "C", "C", "O", "H", "H", "H", "H", "H", "H", "H", "H", "C", "C", "C", "O", "H", "H", "H", "H", "H", "H", "H", "H", "C", "C", "C", "O", "H", "H", "H", "H", "H", "H", "H", "H", "C", "C", "C", "O", "H", "H", "H", "H", "H", "H", "H", "H", "C", "C", "C", "O", "H", "H", "H", "H", "H", "H", "H", "H", "C", "C", "C", "O", "H", "H", "H", "H", "H", "H", "H", "H"], "xyz": [[-3.65, 1.18, -0.68], [-2.32, 0.49, -0.24], [-1.35, 0.83, -1.18], [-1.94, 0.83, 1.21], [-1.28, -0.23, 1.91], [-0.02, -0.47, 1.44], [0.55, 0.39, 0.85], [0.62, -1.68, 1.70], [-0.15, -2.83, 1.49], [1.87, -1.84, 0.99], [1.58, -2.12, -0.56], [1.89, -0.92, -1.49], [2.73, -2.18, -1.38], [-3.45, 1.67, -1.65], [-4.44, 0.44, -0.87], [-3.97, 1.98, 0.00], [-2.51, -0.60, -0.29], [-2.90, 0.97, 1.74], [-1.43, 1.80, 1.31], [-1.10, -2.67, 1.60], [2.55, -0.99, 1.02], [2.38, -2.77, 1.28], [0.71, -2.74, -0.81], [2.67, -0.20, -1.21], [1.45, -0.99, -2.48], [6.17, -2.78, -4.67], [6.48, -2.07, -3.36], [7.21, -3.00, -2.40], [5.27, -1.62, -2.76], [5.52, -3.64, -4.50], [5.63, -2.11, -5.35], [7.08, -3.12, -5.17], [7.09, -1.19, -3.56], [6.60, -3.87, -2.16], [7.42, -2.48, -1.46], [8.15, -3.35, -2.83], [4.72, -2.39, -2.58], [-0.31, 2.40, 5.76], [-0.95, 1.03, 5.89], [0.09, -0.07, 6.05], [-1.74, 0.75, 4.74], [0.33, 2.44, 4.88], [-1.07, 3.17, 5.64], [0.29, 2.65, 6.64], [-1.61, 1.02, 6.76], [0.74, -0.12, 5.17], [-0.41, -1.04, 6.14], [0.71, 0.09, 6.94], [-1.15, 0.77, 3.97], [-4.28, -2.93, -0.71], [-4.13, -4.00, 0.36], [-5.42, -4.21, 1.12], [-3.09, -3.62, 1.27], [-4.54, -1.97, -0.27], [-3.33, -2.79, -1.24], [-5.05, -3.21, -1.44], [-3.81, -4.94, -0.10], [-5.73, -3.29, 1.63], [-5.30, -4.97, 1.89], [-6.23, -4.52, 0.45], [-3.36, -2.79, 1.69], [-0.92, 6.23, -2.32], [-1.54, 4.85, -2.21], [-0.48, 3.77, -2.05], [-2.32, 4.58, -3.38], [-0.27, 6.28, -3.19], [-1.69, 6.99, -2.45], [-0.33, 6.48, -1.43], [-2.23, 4.82, -1.36], [0.19, 3.76, -2.91], [-0.94, 2.79, -1.98], [0.12, 3.94, -1.15], [-1.72, 4.61, -4.14], [0.35, -4.42, 4.87], [0.10, -4.77, 6.33], [-0.74, -6.03, 6.47], [-0.56, -3.68, 6.96], [-0.60, -4.23, 4.35], [0.94, -3.51, 4.79], [0.87, -5.22, 4.36], [1.05, -4.90, 6.85], [-1.71, -5.90, 5.99], [-0.92, -6.26, 7.52], [-0.24, -6.88, 6.00], [-1.41, -3.55, 6.51], [1.57, 6.96, -5.90], [0.68, 5.77, -6.21], [0.37, 5.69, -7.70], [-0.54, 5.88, -5.47], [1.08, 7.90, -6.18], [1.78, 7.02, -4.83], [2.52, 6.90, -6.43], [1.17, 4.85, -5.89], [-0.16, 6.58, -8.03], [-0.28, 4.84, -7.91], [1.28, 5.58, -8.29], [-0.98, 6.69, -5.75]], "total_energy_ha": -1895.410894, "smiles": "C[C@@H](F)COC(=O)N(O)C[C@H]1CO1.CC(C)O.CC(C)O.CC(C)O.CC(C)O.CC(C)O.CC(C)O", "total_charge": 0}